Molecular formula: CH29N2O12
Method: DFT, ωB97M-V with the def2-TZVPD basis set

Each line ends with the natural charge from an NBO analysis.
Cartesian coordinates (Å):
N -1.43339 -1.93431 -1.84807  -0.77
C -1.56709 -0.83162 -2.63950  0.41
N -0.41694 -0.29166 -3.14990  -0.73
H -0.48106 -2.20282 -1.46609  0.44
H -1.78004 -1.27792 2.16109  0.50
H -2.60682 -0.36553 -2.75451  0.27
H -0.41778 0.57386 -3.73426  0.43
H 0.47488 -0.51108 -2.74060  0.43
H 1.02372 -3.02566 0.86314  0.53
H 1.28195 -2.03860 2.50397  0.51
O 1.08592 -3.01577 2.38516  -0.98
H 1.32525 3.44851 -2.67291  0.49
H 1.79155 3.94358 -1.33405  0.50
O 1.39002 3.09831 -1.74171  -0.95
H -2.23289 -2.49144 -1.30759  0.46
H 1.44304 -3.94198 -0.57808  0.50
O 0.83548 -3.18835 -0.20866  -1.05
H -0.53911 1.60057 0.02970  0.46
H -0.14975 2.51254 -1.10992  0.50
O -0.58325 1.63024 -0.86163  -0.99
H 0.77966 0.02859 2.56711  0.49
H 0.60185 -0.07052 4.08960  0.50
O 0.70728 -0.59691 3.27096  -0.97
H 1.97195 -1.97963 -0.29809  0.49
H 3.39233 -1.69042 -1.00881  0.47
O 2.71149 -1.37988 -0.31993  -0.98
H 0.56435 -3.03188 3.32409  0.52
H -2.93652 -0.15220 2.49182  0.50
O -2.49010 -0.64328 1.84159  -1.00
H 2.88420 1.97030 -0.57883  0.50
H 4.05591 1.39804 0.52775  0.49
O 3.28681 2.07498 0.30118  -1.00
H -3.90581 0.04451 -0.77737  0.48
H -3.14428 -1.08859 -0.20815  0.49
O -3.51308 -0.93533 -1.03697  -0.96
H 2.03713 -0.19429 -1.41959  0.49
H 2.92201 -0.43380 -2.63448  0.47
O 2.27073 0.11561 -2.21142  -0.95
H -2.53484 2.20986 0.78848  0.46
H -2.72970 3.54205 0.73371  0.48
O -2.06154 2.91485 0.97393  -0.93
H -1.07681 2.41030 2.53899  0.50
H -0.87279 1.98978 3.99489  0.46
O -1.36392 1.80698 3.25398  -0.97

Energy (a.u.): -1067.54747
Gap between HOMO and LUMO (eV): 10.71
Charge: +1